Entry 1:
Molecular formula: C4H5Br
Method: DFT, ωB97M-V/def2-TZVPD

- molar mass (g mol⁻¹) = 132.99
- total energy (eV) = -74268.3229
- strongest force on any atom (eV/A) = 5.4
- relative energy (zero: lowest compared OMol25 entry of this formula, charge and spin) (eV) = 1.6392
- gap between HOMO and LUMO (eV) = 10.4
- net charge = 0

```
10
C4H5Br, DFT ωB97M-V/def2-TZVPD
Br -1.656 2.143 1.352
H 0.457 2.217 0.215
C -0.144 1.308 0.414
C 0.201 -0.756 0.317
H 0.626 -1.753 0.326
H 0.933 0.282 2.073
C 0.456 0.190 1.134
C -0.649 -0.220 -0.763
H -1.644 -0.441 -0.696
H -0.264 -0.223 -1.736
```

natural (NBO) atomic charge list, values in e, 2 entries: atom 1 (Br): -0.049, atom 2 (H): 0.227


Entry 2:
Molecular formula: C30H31ClFN3O4
Method: DFT, ωB97M-V/def2-TZVPD

- molar mass (g mol⁻¹) = 552.05
- total energy (eV) = -59517.0407
- strongest force on any atom (eV/A) = 0.5
- SMILES string = CC(C)C[C@@]12C(=O)N(c3cccc(Cl)c3)C(=O)N1[C@H](c1ccc(F)cc1)[C@@H]1C(=O)N(C3CCCCC3)C(=O)[C@@H]12
- relative energy (zero: lowest compared OMol25 entry of this formula, charge and spin) (eV) = 0.0876
- gap between HOMO and LUMO (eV) = 9.4
- net charge = 0

```
70
C30H31ClFN3O4, DFT ωB97M-V/def2-TZVPD
C 1.009 0.180 0.877
H -2.028 1.912 4.656
O 1.037 -0.802 1.568
C 0.178 2.064 -0.338
H -0.670 3.012 4.898
H 5.394 -0.413 -2.767
H 2.012 -1.775 -1.853
C -4.138 -4.223 0.989
N -1.817 0.798 -0.084
C -1.149 1.642 -1.060
C -0.925 0.992 -2.400
H 6.287 -1.789 -2.113
H -0.148 -0.853 -1.622
H 0.240 -1.847 -3.844
C -0.166 -0.853 -3.748
C -3.325 -5.043 1.751
C -1.232 1.699 -3.555
C -2.603 -2.411 1.276
H -3.599 -6.069 1.943
C -2.528 4.227 3.294
H -1.761 2.541 -1.214
C -1.008 1.150 -4.803
C -0.478 -0.124 -4.880
H -1.240 1.692 -5.706
C -0.386 -0.284 -2.508
H 0.541 2.009 1.840
C 1.426 1.476 -0.983
H 3.000 -1.178 0.324
C 2.992 -0.434 -0.481
H -2.083 4.894 4.027
C -1.359 1.066 1.267
C -2.144 -4.532 2.267
H -1.649 2.692 -3.481
C -1.546 3.112 2.931
C -2.203 2.213 1.875
H -0.658 3.587 2.498
H -2.797 4.813 2.417
C -1.148 2.343 4.186
H 4.079 -2.495 -3.019
H -3.100 1.769 2.312
C 4.144 -2.006 -2.046
C -2.314 -0.458 -0.231
H -4.422 -2.268 0.153
C 0.118 1.404 1.038
C 5.409 -1.158 -1.970
H -2.525 2.847 1.046
O 1.977 1.875 -1.973
O -2.780 -0.965 -1.216
H 2.820 -0.401 -2.623
C -3.790 -2.905 0.751
O -1.510 -0.507 3.149
H -3.437 3.808 3.720
H -0.842 -2.832 2.429
H 4.310 0.915 0.567
H 6.388 0.166 -0.573
H -0.466 1.529 3.962
C 2.902 -1.145 -1.829
N -2.223 -1.070 1.038
C 5.490 -0.453 -0.620
H 0.262 3.151 -0.319
Cl -1.117 -5.548 3.209
C -1.766 -3.222 2.032
N 1.819 0.398 -0.218
C 4.258 0.421 -0.406
H 4.182 -2.785 -1.280
H 4.214 1.188 -1.180
C -1.647 -0.256 1.986
H -5.057 -4.614 0.581
H 5.552 -1.197 0.178
F -0.258 -0.671 -6.091
```

natural (NBO) atomic charge list, values in e, 2 entries: atom 1 (C): 0.718, atom 2 (H): 0.213


Number 1: HOMO -9.38 eV. Number 2: HOMO -8.97 eV.